(1)
Formula: C21H21N3O2
Source: OMol25
Level of theory: ωB97M-V with the def2-TZVPD basis set

Each line ends with the Mulliken charge.
Geometry (Å):
N  33.3291  -0.9865  34.2811  -0.515
C  33.7347  -0.4595  33.1096  -0.298
C  32.8724  0.1024  32.3198  -0.569
C  31.3788  0.2200  32.6189  -0.285
C  31.0178  -0.2173  33.8992  0.209
C  32.0793  -0.7896  34.6334  -0.123
H  34.8320  -0.5281  32.9314  0.324
H  32.9263  0.4612  31.4578  0.533
H  30.5873  0.5594  31.9327  0.382
H  29.9469  -0.2560  34.3251  0.088
H  31.8131  -1.1232  35.7171  0.255
N  22.4179  0.0943  31.6566  -0.567
C  22.5481  -0.0478  30.3557  -0.213
C  23.2195  -1.0894  29.8336  -0.303
C  23.6698  -2.1506  30.6055  -0.322
C  23.6339  -1.9837  32.0467  -0.131
C  22.9743  -0.8340  32.4909  -0.109
H  22.0238  0.7433  29.7683  0.353
H  23.5816  -1.0912  28.8470  0.387
H  24.3243  -3.0178  30.1986  0.273
H  24.0755  -2.6254  32.8413  0.339
H  22.8474  -0.6814  33.6485  0.301
N  28.0144  1.0943  35.7612  -0.436
C  27.1843  0.0211  35.8616  -0.892
C  26.3042  -0.3388  34.7576  -0.152
C  26.2514  0.4871  33.7083  -0.234
C  27.0858  1.6349  33.7223  -0.326
C  27.9185  1.9008  34.7382  -0.383
H  27.4447  -0.6967  36.6635  0.452
H  25.8279  -1.2086  34.8968  0.715
H  25.7261  -0.0037  32.9561  0.608
H  27.1352  2.3517  32.8114  0.310
H  28.5731  2.8243  34.8225  0.342
C  22.5336  1.6996  39.0950  -0.535
C  23.0981  2.3600  37.7348  -0.793
C  24.4326  1.9649  37.4719  0.612
C  25.2845  1.1734  38.3359  -0.917
C  24.7340  0.7721  39.5216  -0.320
C  23.3845  0.9330  39.9168  0.826
O  22.9217  0.4336  41.0434  -0.519
O  25.0178  2.4284  36.2569  -0.546
H  21.4997  1.9521  39.2725  0.388
H  22.5311  2.7901  36.9660  0.439
H  26.2572  1.1485  38.1153  0.823
H  25.3724  -0.0087  40.3166  -0.016
H  23.5471  -0.2776  41.2717  0.278
H  25.8949  1.9901  36.3169  0.263

Output
net charge	0
SMILES	Oc1ccc(O)cc1.c1ccncc1.c1ccncc1.c1ccncc1
HOMO level	-8.1	eV
LUMO	0.39	eV
strongest force on any atom	0.16160	Eh/bohr
orbital gap	8.5	eV

(2)
Formula: C3H2N5
Source: OMol25
Level of theory: ωB97M-V with the def2-TZVPD basis set

Each line ends with the Mulliken charge.
Geometry (Å):
C  -1.1577  -0.7234  0.0628  -0.755
C  -1.4546  0.6987  -0.0325  -0.176
C  0.2183  -0.7158  0.0163  0.150
N  -0.3151  1.4553  0.0169  -1.088
N  1.8368  -1.3687  -0.0349  -0.285
N  2.5190  -0.3505  0.0225  -0.175
N  1.9442  0.7964  0.0238  -0.647
N  0.6010  0.5583  0.0787  1.322
H  -1.7460  -1.6255  -0.0524  0.313
H  -2.4459  1.2752  -0.1013  0.342

Output
net charge	-1
HOMO level	-3.5	eV
LUMO	4.35	eV
strongest force on any atom	0.10463	Eh/bohr
orbital gap	7.8	eV

(3)
Formula: C6H9N2O2
Source: OMol25
Level of theory: ωB97M-V with the def2-TZVPD basis set

Each line ends with the Mulliken charge.
Geometry (Å):
C  3.7028  1.7241  0.0123  -1.020
C  2.3704  1.0569  -0.0926  0.554
C  1.0496  -0.6204  -0.4280  -0.161
C  1.1871  1.3334  0.5439  -0.560
N  2.2726  -0.2027  -0.6453  -0.699
N  0.3449  0.3183  0.2648  0.123
H  0.5284  -1.4701  -0.8306  0.443
H  3.5561  2.7253  0.4053  0.293
H  4.1699  1.7924  -0.9658  0.277
H  -0.5911  0.1355  0.6123  0.150
H  0.9448  2.2368  1.0758  0.360
H  4.3629  1.1429  0.6617  0.216
C  -3.3974  -0.0269  -0.6778  -0.923
C  -2.5095  -0.9995  0.1506  0.554
O  -2.5267  -0.7965  1.3896  -0.740
O  -1.6830  -1.6839  -0.4990  -0.711
H  -4.1821  -0.4345  -1.3222  0.317
H  -2.7339  0.4414  -1.4152  0.237
H  -3.8486  0.7174  -0.0308  0.290

Output
net charge	-1
HOMO level	-4.7	eV
LUMO	3.62	eV
strongest force on any atom	0.03058	Eh/bohr
orbital gap	8.3	eV

(4)
Formula: C30H54Cl22FNO3
Source: OMol25
Level of theory: ωB97M-V with the def2-TZVPD basis set

Each line ends with the Mulliken charge.
Geometry (Å):
N  -3.4972  8.4800  0.9579  -0.592
C  -2.6080  7.5614  0.1479  -0.342
C  -1.8256  6.4529  1.0989  -0.963
C  -0.9899  5.3541  0.1577  0.004
C  0.2244  6.0440  -0.6981  -0.426
C  -0.2142  6.6914  -2.1384  0.229
C  0.2774  8.0651  -2.4639  0.285
F  1.1121  8.9967  -1.6456  -0.274
C  -0.3101  8.3318  -3.9870  0.477
O  -0.0126  9.4867  -4.5914  -0.508
O  -1.0738  7.1524  -4.4594  -0.285
C  -1.1041  6.1198  -3.3913  0.496
O  -1.8094  4.9969  -3.5629  -0.538
H  -2.8504  9.2434  1.3178  0.296
H  -4.1654  8.9972  0.3173  0.270
H  -1.8264  8.2448  -0.4385  0.214
H  -3.1802  6.9499  -0.6934  0.205
H  -2.6168  5.9416  1.8004  0.298
H  -1.0537  7.0663  1.7633  0.367
H  -0.4945  4.6046  0.9382  0.257
H  -1.8001  4.7989  -0.4941  0.092
H  1.1296  5.2750  -0.7694  0.245
H  0.6473  6.9445  -0.0394  0.236
Cl  1.4369  3.1496  -0.7077  -0.244
C  1.9292  2.1152  -2.0718  -0.216
C  0.7428  1.6732  -2.9139  0.417
Cl  -0.3089  0.5281  -2.0445  -0.205
H  2.4785  1.2592  -1.6677  0.171
H  2.6195  2.7046  -2.6825  0.335
H  1.0959  1.1585  -3.8125  -0.561
H  0.1313  2.5247  -3.2277  0.232
Cl  1.4251  -3.3661  -6.4527  -0.192
C  1.3616  -3.5934  -4.6871  -0.236
C  1.0438  -2.3001  -3.9533  -0.319
Cl  2.3812  -1.1275  -4.0483  -0.233
H  2.3184  -4.0157  -4.3646  0.373
H  0.5801  -4.3335  -4.4915  -0.190
H  0.8787  -2.5061  -2.8915  0.425
H  0.1436  -1.8215  -4.3509  0.305
Cl  1.2339  2.0837  -5.9116  -0.107
C  1.7262  1.0493  -7.2757  -0.447
C  0.5398  0.6073  -8.1178  -0.324
Cl  -0.5119  -0.5377  -7.2484  -0.144
H  2.2755  0.1933  -6.8716  0.213
H  2.4165  1.6388  -7.8864  0.350
H  0.8929  0.0927  -9.0164  0.162
H  -0.0717  1.4589  -8.4316  0.354
Cl  0.7745  -2.7258  -10.1800  -0.163
C  0.7052  -4.4304  -9.6676  -0.028
C  1.4185  -5.3523  -10.6440  -0.448
Cl  0.5581  -5.4800  -12.1984  -0.195
H  -0.3470  -4.7062  -9.5474  0.268
H  1.1854  -4.4853  -8.6861  0.001
H  1.4730  -6.3631  -10.2287  0.297
H  2.4387  -5.0127  -10.8475  0.324
Cl  2.7028  -1.7153  -1.0523  -0.110
C  2.6393  -1.9426  0.7133  -0.391
C  2.3215  -0.6494  1.4471  0.675
Cl  3.6589  0.5233  1.3521  -0.210
H  3.5961  -2.3649  1.0358  0.359
H  1.8578  -2.6827  0.9089  0.009
H  2.1563  -0.8553  2.5089  -0.591
H  1.4213  -0.1707  1.0495  0.284
Cl  1.6030  -1.2360  4.9258  -0.303
C  1.5337  -2.9406  5.4382  -0.175
C  2.2470  -3.8625  4.4618  -0.435
Cl  1.3866  -3.9902  2.9074  -0.199
H  0.4815  -3.2165  5.5584  0.239
H  2.0139  -2.9955  6.4197  0.198
H  2.3015  -4.8733  4.8771  0.309
H  3.2672  -3.5230  4.2583  0.331
Cl  -2.4271  1.8919  8.8585  -0.199
C  -0.7993  1.5337  8.2298  -0.316
C  -0.8355  0.5487  7.0719  -0.250
Cl  -1.3122  -1.0859  7.5950  -0.148
H  -0.1900  1.1600  9.0585  0.152
H  -0.3731  2.4843  7.8959  0.331
H  0.1603  0.4607  6.6274  0.054
H  -1.5298  0.8710  6.2898  0.387
Cl  1.2442  -2.3511  9.0436  -0.043
C  1.1807  -2.5784  10.8092  -0.567
C  0.8629  -1.2851  11.5430  -0.411
Cl  2.2003  -0.1125  11.4480  -0.197
H  2.1375  -3.0007  11.1317  0.318
H  0.3992  -3.3185  11.0048  0.214
H  0.6978  -1.4911  12.6048  0.352
H  -0.0373  -0.8065  11.1454  0.300
Cl  0.2365  -5.3068  7.2920  -0.072
C  0.3406  -6.9359  8.0051  -0.555
C  0.2317  -6.9062  9.5215  -0.438
Cl  1.6598  -6.1627  10.2834  -0.178
H  1.2803  -7.3907  7.6769  0.298
H  -0.4844  -7.5185  7.5845  0.311
H  0.1619  -7.9270  9.9092  0.342
H  -0.6546  -6.3557  9.8516  0.300
Cl  -1.0203  -6.5916  -6.5903  -0.165
C  0.0572  -7.7244  -5.7366  -0.543
C  -0.3228  -7.8850  -4.2731  -0.420
Cl  -0.0007  -6.4090  -3.3293  -0.153
H  1.0850  -7.3657  -5.8496  0.303
H  -0.0254  -8.6870  -6.2499  0.378
H  0.2703  -8.6854  -3.8206  0.306
H  -1.3810  -8.1383  -4.1566  0.318
Cl  -5.9757  6.2167  -2.6341  -0.188
C  -5.8716  4.5877  -1.9209  -0.434
C  -5.9805  4.6173  -0.4046  -0.540
Cl  -4.5524  5.3609  0.3573  -0.098
H  -4.9319  4.1329  -2.2492  0.263
H  -6.6966  4.0051  -2.3415  0.354
H  -6.0503  3.5966  -0.0169  0.289
H  -6.8668  5.1679  -0.0745  0.336

Output
net charge	0
SMILES	NCCCCC1=C(F)C(=O)OC1=O.ClCCCl.ClCCCl.ClCCCl.ClCCCl.ClCCCl.ClCCCl.ClCCCl.ClCCCl.ClCCCl.ClCCCl.ClCCCl
HOMO level	-9.1	eV
LUMO	-1.59	eV
strongest force on any atom	0.18362	Eh/bohr
orbital gap	7.5	eV

(5)
Formula: C7H15N3S
Source: OMol25
Level of theory: ωB97M-V with the def2-TZVPD basis set

Each line ends with the Mulliken charge.
Geometry (Å):
C  3.0704  0.5756  -1.0256  -0.793
C  1.5411  1.1865  0.7802  -0.030
C  -0.1969  -0.3853  1.4552  -0.793
C  -1.0355  -1.6169  0.8999  -0.954
C  -2.9414  -0.4103  0.0151  -0.854
C  -0.9673  -0.6895  -1.3064  -0.862
C  -0.2454  0.5420  -0.7601  -0.521
H  3.8293  0.0788  -0.4095  0.329
H  3.6194  1.0987  -1.8636  0.251
H  2.3265  -0.1504  -1.3286  0.292
H  3.0512  2.2210  0.2560  0.302
H  0.3727  -0.7531  2.3130  0.527
H  -0.8011  0.3577  1.9310  0.487
H  -0.3835  -2.4724  0.6282  0.297
H  -1.7702  -1.9560  1.6958  0.373
H  -2.6764  0.6422  0.3288  0.279
H  -3.6231  -0.3813  -0.8762  0.284
H  -3.3830  -0.8316  0.8946  0.335
H  -0.3299  -1.4909  -1.6659  0.298
H  -1.5821  -0.4019  -2.1378  0.396
H  -0.8936  1.3321  -0.4475  0.287
H  0.3149  1.0167  -1.6195  0.439
N  2.3850  1.5755  -0.1479  -0.174
N  0.5932  0.2120  0.4269  0.190
N  -1.8249  -1.2857  -0.3032  -0.022
S  1.5508  1.9865  2.2671  -0.365

Output
net charge	0
SMILES	CNC(=S)N1CCN(C)CC1
HOMO level	-8.2	eV
LUMO	0.75	eV
strongest force on any atom	0.06249	Eh/bohr
orbital gap	8.9	eV

(6)
Formula: C2H3NO2S
Source: OMol25
Level of theory: ωB97M-V with the def2-TZVPD basis set

Each line ends with the Mulliken charge.
Geometry (Å):
C  -0.7629  1.3578  -2.1057  0.173
C  -0.3140  1.0490  -1.0360  -0.500
N  -0.3659  -2.1508  1.2721  -0.484
O  -0.2071  1.4628  1.5196  -0.439
O  1.9276  0.6434  0.3968  -0.422
S  0.4739  0.7276  0.4505  0.711
H  -1.2044  1.3061  -3.0280  0.453
H  0.3236  -1.6205  1.8858  0.266
H  0.1291  -2.7754  0.6449  0.242

Output
net charge	0
HOMO level (alpha / beta)	-11.5 / -9.7	eV
LUMO (alpha / beta)	-2.02 / -0.91	eV
strongest force on any atom	0.03828	Eh/bohr
orbital gap (alpha / beta)	9.4 / 8.8	eV

Please write out number 6 again, unchanged.
Formula: C2H3NO2S
Source: OMol25
Level of theory: ωB97M-V with the def2-TZVPD basis set

Each line ends with the Mulliken charge.
Geometry (Å):
C  -0.7629  1.3578  -2.1057  0.173
C  -0.3140  1.0490  -1.0360  -0.500
N  -0.3659  -2.1508  1.2721  -0.484
O  -0.2071  1.4628  1.5196  -0.439
O  1.9276  0.6434  0.3968  -0.422
S  0.4739  0.7276  0.4505  0.711
H  -1.2044  1.3061  -3.0280  0.453
H  0.3236  -1.6205  1.8858  0.266
H  0.1291  -2.7754  0.6449  0.242

Output
net charge	0
HOMO level (alpha / beta)	-11.5 / -9.7	eV
LUMO (alpha / beta)	-2.02 / -0.91	eV
strongest force on any atom	0.03828	Eh/bohr
orbital gap (alpha / beta)	9.4 / 8.8	eV

Question: Which value of net charge does entry 4 give?
Answer: 0

Question: What is the net charge in the fifth record?
Answer: 0

Question: What is the net charge in the sixth record?
Answer: 0